ORCA calculation (ωB97M-V with the def2-TZVPD basis set) on C38H27CrFN6O6 as an isolated structure.

Properties
2S+1: 4
Total charge: +1
ΔE to the lowest compared entry with this formula, charge and spin, kcal/mol: 0.0
Orbital gap (spin up / spin down), eV: 6.367 / 6.456
HOMO energy (spin up / spin down), Ha: -0.39944 / -0.40793

Element x y z (Å)
Cr (-0.70, -0.81, -0.03)
C (-1.14, -2.50, -4.25)
O (-2.13, -3.11, -3.30)
C (-1.96, -2.50, -2.16)
N (-1.08, -1.52, -2.17)
C (-0.28, -1.58, -3.41)
C (0.01, -0.28, -4.09)
C (-1.05, 0.65, -4.24)
C (-0.81, 1.67, -5.13)
C (0.41, 1.85, -5.81)
C (1.41, 0.93, -5.66)
C (1.22, -0.11, -4.80)
C (-2.60, -2.98, -0.92)
C (-3.64, -3.93, -0.83)
C (-4.19, -4.21, 0.42)
C (-3.71, -3.48, 1.56)
C (-2.73, -2.49, 1.38)
N (-2.05, -2.46, 0.20)
C (-2.23, -1.47, 2.39)
N (-1.34, -0.57, 2.05)
C (-1.61, 0.58, 2.97)
C (-2.52, 0.02, 4.05)
O (-2.90, -1.35, 3.54)
C (-0.41, 1.26, 3.46)
C (-0.61, 2.20, 4.54)
C (0.42, 2.96, 5.02)
C (1.67, 2.86, 4.42)
C (1.84, 2.07, 3.31)
C (0.82, 1.21, 2.82)
H (-1.75, -1.93, -4.96)
H (-0.50, -3.28, -4.83)
H (0.66, -2.08, -3.14)
H (-1.99, 0.57, -3.64)
H (-1.57, 2.43, -5.29)
H (0.51, 2.78, -6.36)
H (2.36, 1.19, -6.14)
H (1.99, -0.85, -4.62)
H (-4.11, -4.31, -1.73)
H (-5.07, -4.93, 0.42)
H (-4.26, -3.42, 2.50)
H (-2.18, 1.25, 2.32)
H (-3.49, 0.69, 4.05)
H (-1.94, -0.14, 5.06)
H (-1.55, 2.17, 4.91)
H (0.26, 3.71, 5.80)
H (2.52, 3.45, 4.81)
H (2.89, 1.98, 2.87)
H (1.08, 0.45, 2.03)
F (2.00, 5.81, -0.44)
C (0.76, 5.44, -0.07)
C (0.04, 4.50, -0.73)
N (-1.16, 4.05, -0.25)
C (-1.90, 2.97, -0.94)
C (-1.51, 1.47, -0.62)
O (-2.45, 0.63, -0.51)
O (-0.30, 1.10, -0.56)
C (-1.73, 4.56, 0.94)
O (-2.86, 4.33, 1.35)
N (-0.79, 5.22, 1.66)
C (0.20, 6.06, 1.09)
O (0.64, 7.09, 1.69)
H (0.36, 4.13, -1.71)
H (-1.94, 3.09, -2.05)
H (-2.94, 3.03, -0.62)
H (-1.25, 5.58, 2.52)
N (7.62, -6.12, 1.01)
C (6.75, -5.31, 0.95)
C (5.55, -4.54, 0.84)
C (5.04, -4.27, -0.41)
C (3.96, -3.43, -0.55)
C (3.40, -2.78, 0.60)
C (4.05, -2.97, 1.86)
C (5.22, -3.73, 1.93)
C (2.10, -2.24, 0.43)
C (1.05, -1.60, 0.33)
H (5.31, -4.88, -1.25)
H (3.42, -3.36, -1.51)
H (3.59, -2.58, 2.78)
H (5.76, -3.91, 2.85)

---

ORCA calculation (ωB97M-V with the def2-TZVPD basis set) on C38H27F6N14O4PbS2 as an isolated structure.

Properties
2S+1: 1
Total charge: +1
ΔE to the lowest compared entry with this formula, charge and spin, kcal/mol: 2.6
Orbital gap, eV: 6.115
HOMO energy, Ha: -0.40460

Element x y z (Å)
Pb (-0.28, -0.48, -0.01)
C (0.35, -0.10, -6.27)
C (1.59, 0.48, -6.01)
C (1.85, 1.11, -4.79)
C (0.83, 1.15, -3.87)
C (0.75, 1.65, -2.48)
N (1.68, 2.30, -1.84)
C (1.84, 2.46, -0.55)
C (2.39, 3.69, 0.07)
C (2.95, 4.83, -0.45)
C (3.30, 5.84, 0.46)
C (3.07, 5.69, 1.82)
C (2.48, 4.53, 2.33)
C (2.15, 3.54, 1.44)
C (1.47, 2.23, 1.58)
N (0.94, 1.79, 2.71)
C (-0.18, 1.16, 2.85)
N (-1.16, 1.06, 1.89)
C (-2.23, 0.47, 2.44)
N (-3.40, 0.27, 1.84)
C (-3.56, 0.30, 0.53)
N (-2.60, 0.15, -0.40)
C (-3.14, 0.39, -1.63)
N (-2.50, 0.48, -2.76)
C (-1.22, 0.79, -2.90)
N (-0.50, 1.45, -1.98)
C (-0.42, 0.57, -4.13)
C (-0.68, -0.06, -5.32)
C (-4.60, 0.55, -1.49)
C (-5.61, 0.71, -2.42)
C (-6.91, 0.83, -1.94)
C (-7.18, 0.78, -0.58)
C (-6.15, 0.61, 0.36)
C (-4.87, 0.50, -0.13)
C (-1.97, 0.13, 3.86)
C (-2.73, -0.47, 4.84)
C (-2.13, -0.67, 6.09)
C (-0.82, -0.28, 6.33)
C (-0.06, 0.34, 5.34)
C (-0.66, 0.54, 4.11)
N (1.44, 1.58, 0.41)
H (0.19, -0.59, -7.22)
H (2.37, 0.43, -6.76)
H (2.81, 1.54, -4.56)
H (3.13, 4.93, -1.51)
H (3.75, 6.75, 0.09)
H (3.35, 6.49, 2.49)
H (2.29, 4.41, 3.39)
H (-1.64, -0.51, -5.53)
H (-5.39, 0.75, -3.48)
H (-7.73, 0.95, -2.64)
H (-8.20, 0.87, -0.23)
H (-6.36, 0.56, 1.42)
H (-3.75, -0.77, 4.65)
H (-2.70, -1.14, 6.88)
H (-0.38, -0.46, 7.30)
H (0.95, 0.67, 5.52)
F (1.59, -4.21, -2.65)
C (2.56, -3.40, -3.05)
F (2.27, -3.00, -4.30)
F (3.71, -4.06, -3.06)
S (2.73, -1.84, -2.05)
O (1.37, -1.30, -2.07)
O (3.72, -1.11, -2.76)
N (3.27, -2.22, -0.62)
S (2.42, -2.81, 0.57)
O (2.31, -1.90, 1.68)
O (1.22, -3.50, 0.17)
C (3.55, -4.14, 1.13)
F (4.77, -3.68, 1.41)
F (3.03, -4.68, 2.23)
F (3.63, -5.08, 0.19)
C (-1.10, -3.95, 3.75)
N (-1.60, -4.35, 2.44)
C (-2.63, -5.39, 2.45)
C (-1.47, -3.47, 1.41)
N (-1.09, -2.25, 1.55)
N (-1.76, -4.02, 0.17)
C (-1.44, -3.56, -1.11)
N (-1.44, -4.58, -2.03)
N (-1.28, -2.33, -1.40)
H (-0.91, -4.85, 4.33)
H (-1.81, -3.32, 4.29)
H (-0.15, -3.43, 3.65)
H (-2.45, -6.04, 3.30)
H (-2.62, -6.02, 1.57)
H (-3.63, -4.96, 2.56)
H (-0.89, -2.02, 2.51)
H (-1.89, -5.01, 0.20)
H (-1.21, -5.51, -1.73)
H (-1.08, -4.35, -2.94)
H (-1.00, -2.20, -2.37)

---

ORCA calculation (ωB97M-V with the def2-TZVPD basis set) on C38H28N12O3V as an isolated structure.

Properties
2S+1: 4
ΔE to the lowest compared entry with this formula, charge and spin, kcal/mol: 3.0
Orbital gap (spin up / spin down), eV: 5.694 / 6.896
HOMO energy (spin up / spin down), Ha: -0.21438 / -0.25863

Element x y z (Å)
V (-1.27, 0.60, 1.85)
O (-3.89, -2.51, 1.86)
C (-3.09, -1.60, 2.06)
N (-2.95, -0.40, 1.47)
C (-3.99, 0.40, 0.95)
C (-5.19, -0.06, 0.42)
C (-6.15, 0.86, -0.01)
C (-5.91, 2.22, 0.10)
C (-4.72, 2.70, 0.65)
C (-3.76, 1.81, 1.08)
N (-2.52, 2.14, 1.70)
C (-1.94, 3.34, 1.66)
O (-2.36, 4.42, 1.22)
C (-0.54, 3.31, 2.30)
C (0.10, 4.50, 2.60)
C (1.33, 4.46, 3.23)
C (1.88, 3.23, 3.56)
C (1.20, 2.08, 3.21)
N (0.02, 2.10, 2.57)
C (-2.12, -1.68, 3.24)
C (-2.03, -2.82, 4.02)
C (-1.25, -2.81, 5.16)
C (-0.59, -1.63, 5.50)
C (-0.72, -0.53, 4.68)
N (-1.44, -0.54, 3.54)
H (-5.35, -1.12, 0.36)
H (-7.08, 0.50, -0.42)
H (-6.67, 2.92, -0.23)
H (-4.54, 3.76, 0.74)
H (-0.40, 5.41, 2.32)
H (1.85, 5.38, 3.48)
H (2.83, 3.14, 4.07)
H (1.59, 1.10, 3.44)
H (-2.60, -3.68, 3.71)
H (-1.16, -3.69, 5.78)
H (0.00, -1.55, 6.40)
H (-0.24, 0.41, 4.93)
C (3.79, -2.31, 1.49)
N (2.37, -1.99, 1.47)
C (1.76, -0.81, 1.40)
N (0.44, -0.97, 1.37)
C (0.31, -2.33, 1.42)
N (1.44, -2.99, 1.48)
C (4.52, -2.05, 0.20)
C (5.90, -2.00, 0.23)
C (6.63, -1.86, -0.95)
C (5.97, -1.76, -2.16)
C (4.58, -1.79, -2.19)
C (3.85, -1.94, -1.01)
C (3.88, -1.67, -3.48)
N (4.32, -1.91, -4.66)
N (3.24, -1.62, -5.53)
C (2.27, -1.26, -4.78)
O (2.59, -1.27, -3.46)
C (0.92, -0.82, -5.15)
C (0.43, -1.12, -6.42)
C (-0.84, -0.68, -6.77)
C (-1.60, 0.05, -5.87)
C (-1.10, 0.36, -4.61)
C (-1.94, 1.20, -3.68)
N (-1.37, 1.35, -2.35)
C (-1.67, 0.68, -1.24)
N (-0.88, 1.08, -0.25)
C (-0.10, 2.02, -0.85)
N (-0.35, 2.22, -2.12)
C (0.16, -0.09, -4.25)
H (3.82, -3.38, 1.72)
H (4.25, -1.79, 2.32)
H (2.29, 0.13, 1.35)
H (-0.64, -2.83, 1.39)
H (6.43, -2.08, 1.17)
H (7.71, -1.82, -0.92)
H (6.51, -1.64, -3.09)
H (2.77, -1.98, -1.05)
H (1.04, -1.68, -7.11)
H (-1.23, -0.91, -7.75)
H (-2.58, 0.39, -6.16)
H (-2.93, 0.76, -3.55)
H (-2.07, 2.21, -4.07)
H (-2.46, -0.05, -1.16)
H (0.66, 2.59, -0.32)
H (0.57, 0.15, -3.28)

---

Question: What is the formula in the first record?
Answer: C38H27CrFN6O6